# C3H22O7S

8 unconnected molecules or ions with the total composition C3H22O7S in a non-equilibrium geometry (ωB97M-V/def2-TZVPD, the Open Molecules 2025 dataset).

CARTESIAN COORDINATES (ANGSTROEM)
C: 0.87 1.03 -1.09
C: 1.58 -0.31 -1.21
C: 2.10 -0.77 0.14
S: 2.74 -2.52 0.05
H: 0.84 1.54 -2.06
H: 1.24 1.80 -0.42
H: -0.17 0.92 -0.77
H: 0.96 -0.98 -1.79
H: 2.48 -0.16 -1.80
H: 1.26 -0.92 0.80
H: 2.88 -0.12 0.53
H: 1.55 -2.99 0.44
O: -1.40 -0.98 -3.03
H: -1.40 -0.01 -3.09
H: -2.35 -1.11 -2.89
O: 2.06 2.38 1.74
H: 1.67 1.49 1.73
H: 1.39 2.83 2.28
O: -2.54 1.65 0.68
H: -2.86 1.12 -0.06
H: -2.93 1.36 1.50
O: -0.83 -3.36 -1.39
H: -1.51 -2.72 -1.62
H: -0.06 -3.13 -1.93
O: -1.81 -1.72 0.95
H: -2.42 -2.21 1.51
H: -1.14 -2.37 0.68
O: 0.36 0.09 3.63
H: 0.05 0.78 3.03
H: -0.38 -0.52 3.52
O: -0.69 3.63 -0.25
H: -0.08 3.20 0.36
H: -1.47 3.06 -0.17

As for the energy relative to the best compared isomer or geometry (same formula, charge and spin): 0.0 kJ/mol. The total charge is 0. The value obtained for the strongest force on any atom is 0.0429 Eh/bohr. The LUMO energy comes out at -0.29 eV. The SMILES is CCCS.O.O.O.O.O.O.O. The value obtained for the orbital gap is 8.685 eV.

natural (NBO) population analysis, charges in e, atoms 1 to 5: atom 1 (C): -0.6304, atom 2 (C): -0.4261, atom 3 (C): -0.4819, atom 4 (S): -0.0711, atom 5 (H): 0.2158



# C54H91HfN4O26S4

A molecular structure, C54H91HfN4O26S4 in a non-equilibrium geometry (ωB97M-V/def2-TZVPD, the Open Molecules 2025 dataset).

CARTESIAN COORDINATES (ANGSTROEM)
Hf: 20.96 17.30 -12.10
C: 17.96 16.60 -8.45
C: 16.90 16.18 -9.54
C: 15.61 16.98 -9.20
C: 14.51 17.06 -10.19
C: 15.06 17.50 -11.59
C: 16.23 16.62 -12.12
N: 17.23 16.64 -10.96
O: 18.56 16.56 -11.43
C: 16.69 17.20 -13.50
C: 15.82 15.15 -12.43
C: 16.66 14.70 -9.47
H: 17.78 16.05 -7.53
H: 17.92 17.65 -8.16
H: 18.98 16.34 -8.75
H: 15.88 17.99 -8.91
H: 15.22 16.48 -8.32
H: 13.73 17.78 -9.92
H: 14.00 16.11 -10.33
H: 15.69 18.37 -11.42
H: 14.33 17.64 -12.39
H: 16.98 18.25 -13.43
H: 15.93 17.04 -14.26
H: 17.61 16.74 -13.86
H: 16.61 14.39 -12.40
H: 15.17 14.98 -13.28
H: 15.12 14.77 -11.69
H: 16.83 14.35 -8.45
H: 17.39 14.06 -9.94
H: 15.67 14.28 -9.68
C: 19.49 16.09 -16.32
C: 19.41 16.90 -17.49
C: 19.70 18.40 -17.52
O: 19.48 19.21 -18.48
C: 20.04 19.00 -16.41
C: 20.36 18.27 -15.10
C: 19.99 16.74 -15.11
O: 20.20 16.27 -14.00
O: 20.88 18.65 -14.09
O: 19.13 16.24 -18.54
H: 19.31 15.03 -16.23
H: 20.32 20.03 -16.31
C: 23.71 16.62 -8.30
C: 22.71 16.87 -9.34
C: 21.34 17.53 -8.96
O: 20.64 17.84 -9.86
C: 21.03 17.87 -7.53
C: 22.02 17.66 -6.64
C: 23.42 16.98 -7.00
O: 24.26 16.55 -6.12
O: 21.72 18.08 -5.45
O: 22.82 16.81 -10.59
H: 24.69 16.23 -8.49
H: 20.18 18.47 -7.24
C: 19.31 21.69 -11.18
C: 18.89 20.20 -11.31
O: 19.68 19.38 -11.77
N: 17.76 19.85 -10.72
C: 16.75 20.72 -10.31
H: 18.74 22.29 -11.90
H: 20.37 21.85 -11.37
H: 19.15 22.11 -10.19
H: 17.37 18.93 -10.86
H: 16.46 21.28 -11.19
H: 16.95 21.28 -9.39
H: 15.91 20.15 -9.92
C: 20.94 13.55 -7.88
C: 19.57 13.01 -7.71
O: 19.10 12.58 -8.71
N: 19.04 12.80 -6.47
C: 19.34 13.29 -5.14
H: 20.76 14.62 -7.98
H: 21.35 13.29 -8.85
H: 21.63 13.11 -7.16
H: 18.15 12.34 -6.52
H: 19.33 12.58 -4.31
H: 18.62 14.08 -4.94
H: 20.22 13.94 -5.09
C: 18.77 19.48 -1.48
C: 17.77 19.12 -2.62
O: 16.52 19.25 -2.39
N: 18.29 18.69 -3.75
C: 17.40 18.48 -4.92
H: 18.35 18.86 -0.68
H: 18.62 20.51 -1.15
H: 19.83 19.29 -1.67
H: 19.27 18.49 -3.88
H: 16.56 19.17 -4.97
H: 16.85 17.55 -4.83
H: 17.98 18.47 -5.85
C: 15.50 19.66 -16.54
C: 15.88 20.70 -15.48
O: 14.94 21.81 -15.48
C: 13.73 21.65 -14.88
O: 13.35 20.62 -14.34
O: 13.11 22.88 -14.93
C: 11.92 23.09 -14.27
H: 14.95 18.92 -15.96
H: 16.38 19.14 -16.91
H: 14.94 20.07 -17.38
H: 16.81 21.15 -15.84
H: 16.13 20.38 -14.47
H: 11.96 24.12 -13.90
H: 11.76 22.53 -13.35
H: 11.08 23.11 -14.96
C: 13.20 14.37 -7.42
C: 12.35 13.62 -6.46
O: 12.64 13.96 -5.12
C: 12.00 13.46 -4.05
O: 11.34 12.41 -4.09
O: 12.04 14.31 -3.00
C: 11.46 13.82 -1.77
H: 12.90 15.42 -7.43
H: 13.12 13.97 -8.43
H: 14.26 14.34 -7.16
H: 12.71 12.63 -6.75
H: 11.30 13.82 -6.68
H: 11.37 14.64 -1.06
H: 12.18 13.28 -1.16
H: 10.50 13.31 -1.84
C: 14.56 13.96 -17.50
C: 15.33 15.13 -16.95
C: 16.42 14.54 -16.09
S: 17.22 13.17 -17.00
O: 17.50 12.10 -16.01
O: 18.22 13.70 -18.03
C: 15.59 12.95 -17.94
H: 13.99 14.23 -18.39
H: 13.98 13.54 -16.68
H: 14.66 15.93 -16.64
H: 15.75 15.71 -17.77
H: 16.00 14.08 -15.19
H: 17.20 15.17 -15.69
H: 15.31 11.89 -17.93
H: 15.81 13.07 -19.00
C: 10.50 15.18 -9.96
C: 10.85 16.03 -11.24
C: 11.71 15.23 -12.23
S: 10.95 13.58 -12.15
O: 12.03 12.59 -12.41
O: 9.69 13.60 -12.90
C: 10.68 13.60 -10.31
H: 9.53 15.53 -9.60
H: 11.29 15.53 -9.29
H: 11.34 16.94 -10.88
H: 10.07 16.54 -11.81
H: 12.69 15.09 -11.78
H: 11.68 15.37 -13.31
H: 11.52 13.10 -9.84
H: 9.81 12.96 -10.18
C: 12.51 21.88 -5.69
C: 13.69 21.73 -6.67
C: 13.36 20.63 -7.57
S: 11.86 19.60 -7.05
O: 12.06 18.15 -6.77
O: 10.82 20.02 -8.01
C: 11.58 20.62 -5.39
H: 11.92 22.64 -6.19
H: 12.80 22.43 -4.79
H: 14.66 21.60 -6.18
H: 13.86 22.66 -7.20
H: 14.24 19.98 -7.56
H: 13.24 20.90 -8.62
H: 12.13 19.93 -4.74
H: 10.50 20.59 -5.22
C: 16.87 11.18 -11.82
C: 18.08 10.42 -11.18
C: 17.87 8.92 -11.36
S: 16.78 8.62 -12.83
O: 15.49 8.05 -12.37
O: 17.48 7.96 -13.94
C: 16.61 10.38 -13.21
H: 17.03 12.21 -12.15
H: 16.00 11.00 -11.19
H: 18.15 10.81 -10.16
H: 19.05 10.70 -11.59
H: 17.25 8.61 -10.52
H: 18.74 8.26 -11.43
H: 15.68 10.40 -13.78
H: 17.45 10.66 -13.84

The total charge is -1. The value obtained for the strongest force on any atom is 0.2139 Eh/bohr. The LUMO energy comes out at -0.30 eV. The value obtained for the orbital gap is 5.324 eV.

Löwdin population analysis, charges in e, atoms 1 to 5: atom 1 (Hf): 2.1960, atom 2 (C): -0.0041, atom 3 (C): -0.4138, atom 4 (C): -0.1565, atom 5 (C): -0.1667



# C18H18BF2N4O2RhS

A molecular structure, C18H18BF2N4O2RhS in a non-equilibrium geometry (ωB97M-V/def2-TZVPD, the Open Molecules 2025 dataset).

CARTESIAN COORDINATES (ANGSTROEM)
Rh: -0.08 0.25 0.04
O: 6.41 0.21 2.12
C: 6.16 -0.06 0.77
C: 4.67 -0.04 0.56
C: 4.12 -0.04 -0.72
C: 2.75 -0.01 -0.86
N: 1.93 0.03 0.19
C: 2.44 0.02 1.43
C: 3.80 -0.04 1.65
C: 1.42 0.05 2.49
C: 1.68 0.17 3.83
C: 0.63 0.12 4.75
C: 0.85 0.24 6.24
O: 0.02 -0.66 6.92
C: -0.67 -0.06 4.27
C: -0.87 -0.12 2.91
N: 0.15 -0.08 2.04
H: 7.37 0.23 2.28
H: 6.54 -1.04 0.46
H: 6.62 0.68 0.10
H: 4.75 -0.07 -1.61
H: 2.29 -0.01 -1.85
H: 4.22 -0.08 2.64
H: 2.69 0.31 4.18
H: 0.56 1.25 6.53
H: 1.91 0.12 6.47
H: 0.54 -1.37 7.33
H: -1.50 -0.14 4.95
H: -1.87 -0.23 2.49
F: 0.35 2.93 0.93
B: 0.22 2.21 -0.16
F: 0.30 2.77 -1.34
N: -7.13 0.51 0.14
C: -6.25 -0.50 0.06
S: -6.74 -2.06 0.11
C: -4.80 -0.17 -0.07
C: -3.86 -1.19 -0.21
C: -2.54 -0.87 -0.33
N: -2.06 0.39 -0.27
C: -2.96 1.38 -0.15
C: -4.32 1.14 -0.07
H: -8.11 0.28 0.19
H: -6.87 1.47 0.10
H: -4.20 -2.22 -0.26
H: -1.81 -1.66 -0.48
H: -2.58 2.39 -0.14
H: -4.98 1.99 0.01

As for the energy relative to the best compared isomer or geometry (same formula, charge and spin): 0.0 kJ/mol. The total charge is +2. The value obtained for the strongest force on any atom is 0.0261 Eh/bohr. The LUMO energy comes out at -8.12 eV. The value obtained for the orbital gap is 5.390 eV.

natural (NBO) population analysis, charges in e, atoms 1 to 5: atom 1 (Rh): 0.6811, atom 2 (O): -0.7173, atom 3 (C): -0.1061, atom 4 (C): 0.0969, atom 5 (C): -0.2104



# H12NO4

5 unconnected molecules or ions with the total composition H12NO4 in a non-equilibrium geometry (ωB97M-V/def2-TZVPD, the Open Molecules 2025 dataset).

CARTESIAN COORDINATES (ANGSTROEM)
N: 1.13 0.85 -1.02
H: 1.67 1.64 -1.39
H: 0.32 0.45 -1.51
H: 0.84 1.19 -0.09
H: 1.82 0.11 -0.82
H: 0.10 -2.84 1.01
H: 0.16 -2.70 -0.62
O: 0.02 -2.25 0.25
H: -2.03 1.23 -2.67
H: -1.64 0.70 -1.29
O: -1.30 0.76 -2.20
H: 1.89 0.12 2.61
H: 0.65 0.77 3.31
O: 1.08 0.60 2.49
H: -0.92 -0.15 1.00
H: -2.13 -0.65 0.53
O: -1.64 0.17 0.41

As for the energy relative to the best compared isomer or geometry (same formula, charge and spin): 116.7 kJ/mol. The total charge is +1. The value obtained for the strongest force on any atom is 0.0466 Eh/bohr. The LUMO energy comes out at -3.44 eV. The value obtained for the orbital gap is 11.892 eV.

natural (NBO) population analysis, charges in e, atoms 1 to 5: atom 1 (N): -0.8796, atom 2 (H): 0.4509, atom 3 (H): 0.4954, atom 4 (H): 0.4593, atom 5 (H): 0.4394